Arrangement A

{"formula": "C2H9N3O", "method": "the ωB97M-V functional and the def2-TZVPD basis", "species": ["H", "O", "N", "H", "C", "H", "C", "H", "H", "H", "N", "H", "H", "N", "H"], "xyz": [[-1.59, -0.28, 0.36], [-0.91, 3.28, 0.09], [-0.86, 0.41, 0.27], [1.92, 0.15, -1.44], [-0.23, -2.10, 0.60], [-0.97, -2.28, -0.14], [0.20, 0.00, -0.31], [-0.24, 3.74, 0.69], [0.81, 1.09, -2.17], [1.70, -1.19, 0.47], [1.03, 0.68, -1.28], [-1.22, 2.45, 0.47], [0.24, -3.09, 0.86], [0.79, -1.20, 0.05], [-0.65, -1.66, 1.48]], "e_lumo_ev": 0.80, "gap_ev": 9.6}

Arrangement B

{"formula": "C2H9N3O", "method": "the ωB97M-V functional and the def2-TZVPD basis", "species": ["H", "H", "H", "H", "H", "N", "O", "H", "N", "H", "C", "H", "C", "N", "H"], "xyz": [[1.68, 1.29, 0.82], [2.57, 0.85, -0.50], [-1.34, 1.59, 0.92], [0.35, 0.09, -1.39], [1.09, -1.03, 1.20], [-1.92, 1.09, 0.26], [-0.39, -1.73, -0.93], [1.96, -1.44, -0.28], [0.13, -0.48, -0.56], [-1.50, -0.81, 0.97], [1.38, -0.65, 0.22], [-2.31, -0.71, -0.66], [-1.69, -0.23, 0.09], [2.19, 0.53, 0.38], [-2.20, 1.63, -0.54]], "e_lumo_ev": 0.51, "gap_ev": 7.5}

Tell me which of them is the most stable. Sure, it is arrangement A.

Arrangement A

{"formula": "C2H5N4O", "method": "the ωB97M-V functional and the def2-TZVPD basis", "species": ["H", "C", "O", "N", "N", "H", "H", "N", "C", "H", "H", "N"], "xyz": [[-1.40, -0.74, 1.00], [0.49, -0.07, -0.07], [0.01, -1.26, -1.94], [0.47, -1.21, -0.80], [0.37, 0.16, 1.21], [1.16, -0.14, 1.76], [-1.16, 0.28, 2.37], [-0.10, 1.14, -0.69], [-0.21, 1.70, -1.70], [1.19, -1.91, -0.54], [0.02, 2.50, -2.39], [-0.84, -0.44, 1.79]], "total_charge": 1, "e_lumo_ev": [-6.00, -6.08], "gap_ev": [7.7, 7.6]}

Arrangement B

{"formula": "C2H5N4O", "method": "the ωB97M-V functional and the def2-TZVPD basis", "species": ["N", "N", "C", "H", "N", "H", "H", "O", "N", "H", "C", "H"], "xyz": [[0.24, -2.02, -0.83], [0.05, 0.80, 0.07], [0.93, -0.08, 0.50], [1.92, -0.26, 0.08], [-1.18, 1.03, 0.73], [-1.36, 0.55, 1.53], [-1.74, 1.99, 0.55], [0.32, -1.63, -1.95], [0.45, -1.09, 2.89], [0.17, 1.12, -0.93], [0.74, -0.63, 1.85], [0.22, -3.11, -0.76]], "total_charge": 1, "e_lumo_ev": [-5.90, -5.90], "gap_ev": [8.4, 8.4]}

Arrangement C

{"formula": "C2H5N4O", "method": "the ωB97M-V functional and the def2-TZVPD basis", "species": ["H", "H", "H", "N", "O", "C", "N", "H", "C", "H", "N", "N"], "xyz": [[2.28, -0.57, -0.32], [0.59, -1.87, 0.09], [-2.80, 0.30, -0.03], [-2.17, -0.05, 0.70], [-2.25, -1.50, 0.88], [0.04, -0.95, 0.03], [-1.12, -0.88, 0.53], [2.61, 1.26, -0.54], [0.69, 0.39, -0.21], [0.25, 2.17, -0.61], [-0.22, 1.31, -0.36], [2.10, 0.40, -0.16]], "total_charge": 1, "e_lumo_ev": -5.79, "gap_ev": 8.9}

Arrangement D

{"formula": "C2H5N4O", "method": "the ωB97M-V functional and the def2-TZVPD basis", "species": ["H", "H", "N", "H", "N", "O", "N", "N", "C", "H", "H", "C"], "xyz": [[1.88, -2.02, -0.65], [-0.62, 1.74, 0.55], [4.64, 1.07, 0.09], [-2.02, 0.65, 0.55], [1.93, -0.99, -0.53], [3.06, -0.75, 0.37], [1.00, -0.03, -0.38], [-1.00, 0.78, 0.44], [3.83, 0.24, 0.17], [-0.88, -1.06, 0.05], [1.54, 0.90, -0.30], [-0.27, -0.20, 0.00]], "total_charge": 1, "e_lumo_ev": -4.74, "gap_ev": 9.7}

Tell me which of them is the most stable. Sure, it is arrangement D.

Arrangement A

{"formula": "C5H11NO2", "method": "the ωB97M-V functional and the def2-TZVPD basis", "species": ["H", "C", "H", "O", "H", "C", "H", "H", "C", "H", "H", "N", "H", "O", "H", "H", "C", "C", "H"], "xyz": [[-0.32, 1.68, 1.18], [-1.54, -1.24, -0.01], [-0.72, -2.69, -1.20], [-2.70, -1.42, -0.31], [-0.10, 0.90, -0.37], [2.21, -0.16, 0.25], [-1.99, 0.20, 1.44], [-0.05, 1.87, -2.88], [-1.09, -0.32, 1.09], [0.37, -1.92, -0.22], [3.22, -0.44, 0.54], [-0.51, -1.84, -0.70], [1.54, 0.46, 2.15], [0.04, 2.49, -2.14], [-0.81, -0.90, 1.97], [-0.86, 2.52, -1.78], [-0.06, 0.75, 0.70], [1.34, 0.35, 1.09], [2.02, -0.30, -0.80]], "e_lumo_ev": 0.76, "gap_ev": 10.5}

Arrangement B

{"formula": "C5H11NO2", "method": "the ωB97M-V functional and the def2-TZVPD basis", "species": ["H", "H", "H", "C", "H", "O", "C", "O", "H", "H", "H", "H", "C", "C", "H", "H", "N", "C", "H"], "xyz": [[1.46, -0.46, -2.01], [0.10, 1.46, -1.86], [-1.19, 2.13, -0.92], [1.94, -0.19, -1.07], [-1.72, -1.39, 2.27], [-2.52, 0.40, 0.97], [-1.22, 0.00, 0.97], [1.69, -0.17, 1.27], [2.32, 0.83, -1.17], [0.54, -1.67, 0.23], [-0.19, -1.78, 1.04], [-1.45, 0.63, -1.83], [-0.72, 1.18, -1.21], [-0.30, 0.40, 0.01], [-2.66, 1.08, 0.31], [1.05, -0.31, 1.99], [-0.90, -1.02, 1.79], [0.99, -0.27, 0.09], [2.79, -0.85, -0.88]], "e_lumo_ev": 0.67, "gap_ev": 8.7}

Tell me which of them is the most stable. Sure, it is arrangement A.

Arrangement A

{"formula": "C5H11NO2", "method": "the ωB97M-V functional and the def2-TZVPD basis", "species": ["H", "O", "H", "H", "C", "N", "H", "H", "H", "H", "C", "C", "H", "C", "C", "H", "H", "H", "O"], "xyz": [[0.76, -0.32, 1.42], [2.09, 1.20, 1.36], [0.41, 1.72, 0.98], [0.25, -0.13, -1.35], [-2.46, 1.02, -0.71], [-1.56, 1.58, 0.28], [2.70, 1.92, 1.18], [2.25, -0.69, 0.04], [-3.49, 1.10, -0.39], [-0.92, -0.96, 1.33], [0.23, -0.97, -0.64], [-0.50, 1.09, 0.67], [1.56, -2.39, 0.26], [-0.15, -0.37, 0.84], [1.72, -1.52, -0.38], [-2.27, 1.56, -1.64], [2.15, -1.90, -1.30], [-2.23, -0.01, -0.96], [-0.52, -1.93, -1.01]], "e_lumo_ev": -3.98, "gap_ev": 4.6}

Arrangement B

{"formula": "C5H11NO2", "method": "the ωB97M-V functional and the def2-TZVPD basis", "species": ["H", "C", "H", "H", "H", "H", "N", "H", "H", "O", "C", "C", "C", "H", "H", "H", "H", "C", "O"], "xyz": [[1.33, -0.30, 1.45], [1.18, 0.69, -0.44], [1.48, -0.25, -2.38], [-1.71, 0.73, -0.70], [0.05, 1.27, 2.53], [-2.14, 1.02, 0.98], [0.13, -1.42, -1.37], [-0.65, -0.97, -1.86], [0.55, 1.44, -0.92], [-0.41, -1.70, -0.03], [0.60, 0.33, 0.91], [1.28, -0.56, -1.35], [-0.71, -0.57, 0.75], [2.17, 1.11, -0.31], [2.12, -1.17, -0.99], [-0.93, -0.99, 1.74], [-2.76, -0.41, 0.11], [-1.90, 0.24, 0.25], [0.33, 1.50, 1.63]], "e_lumo_ev": 0.82, "gap_ev": 10.2}

Arrangement C

{"formula": "C5H11NO2", "method": "the ωB97M-V functional and the def2-TZVPD basis", "species": ["H", "O", "H", "C", "N", "H", "H", "C", "C", "C", "C", "H", "H", "H", "H", "H", "O", "H", "H"], "xyz": [[-1.22, 0.88, -2.57], [-1.05, 0.64, 0.82], [0.29, 2.21, 1.25], [-0.78, 1.98, 1.20], [-1.17, 0.19, -1.83], [1.71, -1.93, -1.48], [-1.27, 2.16, 2.16], [0.02, -0.60, 1.21], [-0.06, 0.30, -1.02], [0.23, -1.17, -0.11], [1.63, -1.66, -0.43], [-2.04, -0.08, -1.41], [-0.55, -1.87, -0.42], [-1.23, 2.65, 0.46], [-0.55, -1.21, 1.91], [2.38, -0.88, -0.24], [0.91, 0.97, -1.33], [0.85, -0.05, 1.66], [1.89, -2.53, 0.18]], "e_lumo_ev": 0.97, "gap_ev": 10.0}

Arrangement D

{"formula": "C5H11NO2", "method": "the ωB97M-V functional and the def2-TZVPD basis", "species": ["H", "O", "O", "H", "H", "H", "C", "H", "N", "H", "C", "C", "C", "C", "H", "H", "H", "H", "H"], "xyz": [[-1.77, 1.46, -0.30], [1.71, 1.89, -0.21], [-0.69, 0.10, -2.08], [2.66, 1.84, -0.03], [1.34, -0.31, 1.70], [-0.33, 2.25, 0.07], [-0.07, 0.40, -0.86], [0.76, -1.98, 1.59], [-0.82, 1.36, 0.01], [-2.36, -0.86, 0.04], [-1.57, -1.06, 0.76], [-0.22, -0.61, 0.27], [0.96, -1.08, 1.01], [1.33, 0.75, -0.95], [1.76, -1.27, 0.27], [-1.53, -2.13, 0.95], [1.78, 0.63, -1.93], [-1.06, -0.79, -2.03], [-1.85, -0.58, 1.71]], "e_lumo_ev": [0.75, 0.62], "gap_ev": [8.5, 6.8]}

Tell me which of them is the most stable. Sure, it is arrangement C.